*P*
# H24O12

A 12-piece molecular cluster, H24O12 overall (ωB97M-V/def2-TZVPD, the OMol25 dataset).

Computed properties:
E_HOMO ... -10.3 eV
SMILES ... O.O.O.O.O.O.O.O.O.O.O.O
Orbital gap ... 0.358 Ha

Atoms and positions in Å:
H 1.414 -0.125 0.436
H 0.177 0.532 -0.342
H -0.485 3.893 2.260
H 0.750 4.083 1.517
H 3.104 0.026 3.934
H 2.505 0.727 5.109
H -0.247 -0.248 -2.285
H -0.754 1.139 -2.135
H 0.658 -4.427 -0.319
H 1.848 -4.752 0.429
H 2.387 1.919 -1.002
H 2.366 3.525 -1.106
H -1.229 2.109 0.231
H -0.804 1.028 1.301
H -2.348 -1.017 -4.787
H -1.830 -1.180 -3.243
H -0.906 -1.218 1.635
H -1.902 -1.416 2.540
H 4.013 0.579 0.894
H 4.015 0.535 2.486
H -3.618 0.933 -1.756
H -2.774 -0.328 -1.754
H -3.076 -1.955 -1.949
H -2.519 -3.418 -1.848
O 0.412 -0.222 0.168
O -0.169 3.754 1.424
O 3.338 0.407 4.802
O -0.961 0.297 -1.855
O 1.566 -4.586 -0.472
O 1.815 2.689 -0.985
O -1.597 1.493 0.929
O -1.767 -1.547 -4.127
O -1.315 -0.717 2.360
O 4.424 0.156 1.631
O -3.192 0.246 -2.410
O -3.298 -2.917 -1.713


*Q*
# H24O12

H24O12 as an isolated structure (ωB97M-V/def2-TZVPD, the OMol25 dataset).

Computed properties:
E_HOMO ... -9.2 eV
Orbital gap ... 0.320 Ha

Atoms and positions in Å:
O 1.133 -0.235 1.631
H 1.164 0.720 1.672
H 0.358 -0.472 2.141
O 2.393 0.580 -0.196
H 3.030 1.035 0.356
H 1.612 0.503 0.353
O -1.591 -1.031 0.890
H -1.973 -1.884 0.684
H -1.555 -0.574 0.050
O 1.738 1.353 -1.819
H 1.901 0.579 -2.358
H 1.771 1.031 -0.919
O -2.045 -0.537 -1.349
H -2.029 -1.220 -2.020
H -1.130 -0.273 -1.254
O 0.709 -1.828 0.280
H 0.860 -1.076 0.853
H 0.659 -2.576 0.875
O -1.816 1.905 0.252
H -1.494 1.038 0.003
H -2.557 1.728 0.831
O -0.378 -0.034 -0.444
H 0.126 0.765 -0.291
H -0.042 -0.657 0.201
O -0.283 -3.092 -0.938
H -0.291 -2.851 -1.864
H -0.021 -2.292 -0.484
O -0.355 -0.980 2.392
H -1.005 -0.944 3.094
H -0.872 -1.066 1.591
O -0.293 2.301 -1.994
H 0.348 1.592 -2.051
H -0.069 2.763 -1.186
O 0.650 1.551 0.185
H 0.540 1.800 1.103
H 0.809 2.379 -0.270


The structure with the greatest stability is *P*.


*P*
# H24O12

A 12-piece molecular cluster, H24O12 overall (ωB97M-V/def2-TZVPD, the OMol25 dataset).

Computed properties:
E_HOMO ... -10.4 eV
SMILES ... O.O.O.O.O.O.O.O.O.O.O.O
Orbital gap ... 0.374 Ha

Atoms and positions in Å:
H -0.121 0.985 0.096
H -0.845 -0.288 0.506
H -3.553 3.052 1.994
H -3.102 3.154 3.441
H 1.628 -2.283 -2.062
H 1.844 -3.571 -1.286
H -2.704 -0.884 -4.302
H -3.075 -0.815 -2.830
H 2.751 0.310 -3.235
H 1.463 0.452 -4.030
H -2.069 -2.094 0.677
H -2.792 -3.106 -0.198
H 0.573 2.210 2.680
H 1.115 1.879 4.060
H -1.739 -0.898 3.071
H -0.968 -2.131 2.630
H 3.925 -1.624 -0.429
H 4.423 -2.732 -1.344
H 3.162 -1.122 2.845
H 2.400 -0.015 3.555
H -4.055 2.079 -2.238
H -3.155 2.831 -1.272
H 2.080 2.178 -1.499
H 1.640 1.150 -0.469
O 0.038 0.081 0.392
O -2.813 3.339 2.541
O 1.263 -3.166 -1.940
O -2.678 -0.296 -3.539
O 2.067 0.948 -3.466
O -2.043 -2.500 -0.197
O 0.497 2.463 3.607
O -0.990 -1.454 3.315
O 4.461 -1.777 -1.216
O 3.244 -0.206 3.131
O -3.164 2.077 -1.872
O 1.293 1.774 -1.116


*Q*
# H24O12

A 12-piece molecular cluster, H24O12 overall (ωB97M-V/def2-TZVPD, the OMol25 dataset).

Computed properties:
E_HOMO ... -10.8 eV
SMILES ... O.O.O.O.O.O.O.O.O.O.O.O
Orbital gap ... 0.375 Ha

Atoms and positions in Å:
H -0.134 0.405 0.321
H -0.869 -0.596 -0.555
H -5.030 -1.649 -3.122
H -4.823 -1.242 -1.672
H 1.725 4.151 1.785
H 1.392 3.653 0.388
H 0.009 -2.563 -3.264
H 0.972 -1.393 -3.144
H 1.669 1.859 4.009
H 1.211 0.968 5.152
H -2.043 -2.224 -1.363
H -0.703 -2.331 -0.655
H 3.147 -0.226 1.755
H 2.067 -0.611 2.753
H -0.716 0.231 1.823
H -2.156 0.683 1.642
H 0.142 -2.725 4.640
H -0.244 -1.613 3.679
H 0.248 1.683 -3.266
H -0.208 0.342 -3.816
H -1.973 1.774 -0.686
H -1.119 2.591 0.270
H 3.252 -1.138 -3.412
H 3.782 -1.080 -1.989
O -0.060 -0.073 -0.513
O -4.897 -0.876 -2.561
O 1.867 4.351 0.853
O 0.673 -2.071 -3.760
O 1.496 0.937 4.232
O -1.112 -1.997 -1.462
O 2.551 0.150 2.413
O -1.610 0.065 2.142
O -0.044 -1.780 4.607
O -0.114 1.270 -4.058
O -1.463 2.590 -0.631
O 3.115 -1.511 -2.534


The structure with the greatest stability is *P*.


*P*
# H24O12

A 12-piece molecular cluster, H24O12 overall (ωB97M-V/def2-TZVPD, the OMol25 dataset).

Computed properties:
E_HOMO ... -9.4 eV
SMILES ... O.O.O.O.O.O.O.O.O.O.O.O
Orbital gap ... 0.336 Ha

Atoms and positions in Å:
H 1.110 0.180 0.013
H -0.305 0.552 0.354
H -3.526 -0.488 1.744
H -4.913 -0.346 2.310
H 4.385 -1.483 -3.769
H 4.963 -1.195 -2.403
H -4.333 1.523 1.746
H -4.337 0.937 3.176
H -2.919 -1.328 -2.038
H -2.437 -2.780 -1.930
H 3.803 -2.616 -0.373
H 3.280 -1.366 -0.995
H -0.597 0.164 -3.875
H 0.729 0.525 -4.819
H -0.749 2.649 1.190
H 0.655 3.380 0.747
H 1.706 -0.297 3.157
H 1.419 0.738 4.018
H -0.178 -2.165 -1.022
H 1.022 -1.091 -1.375
H 0.496 4.454 -1.229
H 0.273 3.626 -2.415
H -0.194 -1.334 2.765
H -0.005 -2.711 3.470
O 0.439 -0.130 0.624
O -4.334 -0.955 1.976
O 4.173 -0.938 -2.996
O -3.782 1.258 2.520
O -2.108 -1.888 -1.795
O 3.713 -1.755 -0.199
O 0.395 0.017 -4.067
O -0.226 3.446 1.284
O 1.970 -0.013 4.036
O 0.074 -1.194 -1.216
O 0.562 4.468 -2.223
O -0.220 -1.843 3.609


*Q*
# H24O12

A 12-piece molecular cluster, H24O12 overall (ωB97M-V/def2-TZVPD, the OMol25 dataset).

Computed properties:
E_HOMO ... -10.0 eV
SMILES ... O.O.O.O.O.O.O.O.O.O.O.O
Orbital gap ... 0.356 Ha

Atoms and positions in Å:
H 1.160 0.911 -0.585
H 0.910 -0.458 0.024
H -0.661 3.569 1.273
H -1.824 4.481 0.919
H -1.584 -2.834 -1.484
H -2.591 -3.326 -2.511
H -3.537 1.272 0.290
H -2.769 1.934 1.423
H 0.529 -3.518 1.412
H 0.883 -2.830 0.104
H -2.586 -1.232 0.344
H -2.675 -0.608 1.727
H -1.324 2.351 -2.939
H -2.536 2.705 -3.786
H 2.108 1.897 -3.435
H 0.963 2.428 -4.281
H 3.024 -3.956 2.885
H 3.895 -3.025 2.059
H 3.000 2.983 -1.195
H 4.479 2.893 -0.857
H 2.248 1.263 2.556
H 0.831 1.431 2.031
H -0.970 -4.194 1.937
H -1.336 -3.002 2.806
O 0.820 0.483 0.209
O -1.334 3.715 0.599
O -1.734 -2.893 -2.435
O -2.650 1.547 0.548
O 0.193 -3.356 0.523
O -2.730 -1.456 1.271
O -1.981 1.960 -3.527
O 1.923 2.459 -4.195
O 3.657 -3.235 2.969
O 3.860 2.803 -1.591
O 1.555 0.796 2.075
O -1.215 -3.958 2.839


*R*
# H24O12

H24O12 as an isolated structure (ωB97M-V/def2-TZVPD, the OMol25 dataset).

Computed properties:
E_HOMO ... -8.8 eV
Orbital gap ... 0.301 Ha

Atoms and positions in Å:
H -0.973 0.718 0.422
H -2.283 -0.033 0.249
H 1.901 -1.973 1.634
H 2.169 -3.339 2.245
H -0.540 -1.623 1.923
H -1.281 -2.943 2.062
H 1.710 -1.133 -1.678
H 3.142 -0.894 -2.128
H 2.314 2.175 1.649
H 1.047 1.344 1.765
H -6.340 1.819 0.179
H -5.511 1.049 1.193
H 0.429 4.814 0.585
H 1.881 5.234 0.739
H -1.061 -4.924 -0.675
H -0.749 -3.859 -1.714
H -0.102 -1.010 -1.091
H -1.168 -0.239 -1.853
H -4.086 1.369 -1.456
H -4.119 -0.081 -1.003
H 3.482 0.471 -0.028
H 3.267 0.290 1.465
H 3.947 0.938 -1.586
H 2.501 1.396 -1.485
O -1.516 0.281 -0.243
O 2.441 -2.416 2.299
O -0.792 -2.409 1.425
O 2.510 -1.599 -1.945
O 1.618 1.772 1.117
O -6.389 1.081 0.797
O 1.130 5.303 0.139
O -0.342 -4.376 -1.010
O -0.312 -0.130 -1.424
O -4.694 0.643 -1.276
O 3.527 0.946 0.809
O 3.239 1.339 -2.102


*S*
# H24O12

A 12-piece molecular cluster, H24O12 overall (ωB97M-V/def2-TZVPD, the OMol25 dataset).

Computed properties:
E_HOMO ... -11.1 eV
SMILES ... O.O.O.O.O.O.O.O.O.O.O.O
Orbital gap ... 0.399 Ha

Atoms and positions in Å:
O 19.741 -4.614 -4.117
H 20.204 -3.907 -3.669
H 20.132 -4.642 -4.991
O 24.005 -6.104 -6.705
H 24.339 -5.931 -7.585
H 24.710 -5.824 -6.121
O 24.760 -4.762 -10.645
H 24.117 -5.391 -10.972
H 25.415 -4.705 -11.341
O 20.008 -7.273 -8.277
H 20.944 -7.151 -8.114
H 19.631 -6.399 -8.178
O 25.832 -9.895 -8.996
H 26.617 -9.402 -8.759
H 25.319 -9.289 -9.531
O 15.264 -6.244 -4.557
H 16.208 -6.085 -4.571
H 15.070 -6.449 -3.642
O 22.503 -9.731 -3.919
H 22.106 -9.285 -3.171
H 22.923 -9.032 -4.420
O 19.487 -11.419 -6.529
H 20.030 -11.478 -5.743
H 19.454 -10.484 -6.729
O 21.016 -3.449 -8.104
H 21.905 -3.710 -8.346
H 21.111 -2.556 -7.773
O 23.082 -8.164 -11.718
H 23.535 -8.517 -12.483
H 22.165 -8.407 -11.847
O 17.832 -3.428 -10.651
H 18.640 -3.454 -10.139
H 17.576 -4.346 -10.743
O 17.306 -11.753 -9.937
H 17.954 -12.257 -9.445
H 17.119 -10.996 -9.382


The structure with the greatest stability is *S*.


*P*
# H24O12

H24O12 as an isolated structure (ωB97M-V/def2-TZVPD, the OMol25 dataset).

Computed properties:
E_HOMO ... -5.8 eV
Orbital gap ... 0.162 Ha

Atoms and positions in Å:
O -15.023 -3.393 24.028
H -15.683 -2.884 24.499
H -14.951 -2.962 23.177
O -12.081 -4.156 19.864
H -12.137 -3.546 20.599
H -11.234 -4.586 19.973
O -13.708 -3.998 18.422
H -13.638 -3.060 18.602
H -12.976 -4.389 18.898
O -16.595 -1.331 21.247
H -17.504 -1.371 21.542
H -16.513 -0.471 20.836
O -14.964 -1.967 22.364
H -15.758 -1.601 21.975
H -14.491 -1.208 22.705
O -15.938 -4.871 21.268
H -15.032 -4.604 21.423
H -16.230 -5.226 22.108
O -14.517 -2.932 20.622
H -13.813 -2.343 20.349
H -14.880 -2.525 21.408
O -15.922 -2.595 19.153
H -16.706 -2.235 19.569
H -15.318 -2.755 19.878
O -12.794 -1.844 18.556
H -12.709 -1.800 19.508
H -11.913 -2.050 18.245
O -13.818 -4.829 21.550
H -13.325 -5.470 21.039
H -13.484 -3.981 21.258
O -13.113 -1.352 20.618
H -12.959 -0.473 20.272
H -12.671 -1.356 21.467
O -15.496 -4.948 19.342
H -14.981 -4.141 19.350
H -15.886 -4.994 20.215


*Q*
# H24O12

A 12-piece molecular cluster, H24O12 overall (ωB97M-V/def2-TZVPD, the OMol25 dataset).

Computed properties:
E_HOMO ... -10.2 eV
SMILES ... O.O.O.O.O.O.O.O.O.O.O.O
Orbital gap ... 0.354 Ha

Atoms and positions in Å:
O -1.311 -1.874 -2.176
H -0.858 -1.864 -3.029
H -0.702 -1.322 -1.630
O -0.125 -0.035 -0.307
H 0.812 -0.061 -0.557
H -0.130 0.278 0.579
O -1.132 0.859 -3.094
H -1.593 0.637 -2.280
H -1.694 0.515 -3.772
O -2.860 0.624 1.456
H -3.141 0.540 0.543
H -3.632 0.986 1.897
O -0.820 2.144 3.711
H -0.605 1.412 3.148
H -0.036 2.554 4.035
O -1.056 2.562 0.935
H -1.713 1.863 1.140
H -1.140 2.768 0.016
O 2.581 -0.267 -1.245
H 3.476 -0.525 -1.477
H 2.773 0.131 -0.404
O 2.656 0.482 1.400
H 3.022 0.214 2.237
H 2.228 1.354 1.471
O 1.587 -2.912 -1.779
H 2.353 -3.442 -1.649
H 1.815 -2.165 -1.290
O 1.506 0.781 -3.900
H 0.607 0.693 -3.547
H 2.030 0.337 -3.180
O -2.051 -2.139 1.624
H -1.453 -2.783 1.182
H -1.493 -1.347 1.670
O -0.191 -0.159 2.463
H -0.401 -0.387 3.387
H 0.692 -0.453 2.424


The structure with the greatest stability is *Q*.